The following is a quantum chemistry calculation of 2 unconnected molecules or ions with the total composition C4H10O3 in a non-equilibrium geometry, from the OMol25 dataset.

```
17
C4H10O3 the ωB97M-V functional and the def2-TZVPD basis
H 3.58 0.57 -0.42
O 1.49 -1.00 1.21
H -0.87 1.68 -0.07
H 1.97 -1.29 -0.74
H 2.02 1.22 -0.90
H -2.58 -0.35 -1.59
H -0.53 -1.12 -0.28
H -3.03 -1.29 -0.14
O -1.21 -0.19 1.43
H 2.51 1.33 0.80
O -0.52 0.89 -0.50
H -0.34 -0.44 1.77
C -1.17 -0.23 0.03
C -2.59 -0.37 -0.50
H -3.18 0.47 -0.13
C 2.55 0.72 -0.10
C 1.90 -0.60 0.13
```

Computed properties:
**E_HOMO**: -10.23 eV
**Relative energy (zero: lowest compared OMol25 entry of this formula, charge and spin)**: 98.2 kJ/mol
**Spin multiplicity**: 1
**SMILES string**: CC(O)O.CC=O
**Orbital gap**: 0.410 hartree
**Total energy**: -384.1122 Eh